[1]
Here is a structure of composition C33H43N5O2PtS3SeSi from the Open Molecules 2025 dataset. Energies are from ωB97M-V/def2-TZVPD.

XYZ file:
```
89
Properties=species:S:1:pos:R:3:forces:R:3:lowdin_charge:R:1
Pt -0.276 -0.100 -0.338 -0.363 -0.423 0.346 0.5996
O 0.847 -3.528 -3.067 0.012 -0.043 0.007 0.0488
C 1.723 -4.139 -2.234 -0.051 0.020 -0.069 -0.2510
C 2.349 -5.299 -2.690 0.020 0.039 0.035 -0.0151
C 3.249 -5.964 -1.882 -0.031 0.021 -0.023 -0.0845
C 3.540 -5.486 -0.606 0.026 -0.008 -0.010 -0.0922
C 2.913 -4.344 -0.152 -0.005 -0.008 -0.008 -0.0253
C 1.998 -3.653 -0.949 0.080 -0.070 0.003 -0.0735
C 1.326 -2.445 -0.423 0.140 0.273 0.403 -0.4158
O 0.639 -1.718 -1.257 -0.373 -0.008 -0.142 -0.2543
N 1.471 -2.162 0.834 -0.048 -0.181 -0.168 0.0019
N 0.726 -1.056 1.264 0.548 0.512 -0.391 -0.2352
C 1.050 -0.736 2.470 -0.231 -0.217 0.142 -0.8976
S 2.380 -1.561 3.268 -0.044 -0.083 0.023 0.9522
C 2.051 -0.846 4.902 -0.051 -0.005 -0.044 -0.5288
C 1.467 0.534 4.695 0.016 -0.029 -0.050 -0.5127
S 0.157 0.386 3.452 0.089 0.221 -0.019 0.8999
H 0.543 -2.724 -2.587 -0.009 -0.005 -0.021 0.0570
H 2.113 -5.649 -3.685 -0.012 -0.015 -0.023 0.1145
H 3.730 -6.863 -2.246 0.009 -0.001 -0.010 0.1018
H 4.252 -6.002 0.024 -0.005 -0.014 0.007 0.0980
H 3.117 -3.958 0.836 -0.008 0.006 0.024 0.1046
H 2.993 -0.813 5.448 0.025 0.002 -0.010 0.0771
H 1.349 -1.489 5.433 0.019 0.010 0.018 0.0759
H 2.220 1.232 4.328 -0.011 -0.002 0.039 0.0819
H 1.017 0.935 5.603 -0.025 -0.003 -0.001 0.0818
C -0.836 3.973 3.248 -0.059 0.042 -0.053 -0.2188
Si -2.110 4.770 2.134 0.031 0.044 -0.080 0.5173
C -1.347 6.214 1.212 -0.011 -0.070 0.046 -0.1736
C -3.495 5.399 3.246 0.025 -0.032 -0.097 -0.1833
C -2.937 3.650 0.851 -0.011 -0.044 0.111 -0.2511
C -4.153 4.117 0.370 -0.022 -0.031 0.036 -0.1015
C -4.913 3.388 -0.539 -0.020 0.046 0.023 -0.0721
C -4.414 2.169 -0.935 -0.022 -0.021 -0.015 -0.1599
N -3.241 1.697 -0.524 0.015 -0.156 -0.040 -0.0896
C -2.503 2.408 0.320 0.086 0.095 -0.205 -0.7070
S -0.903 1.820 0.728 0.103 0.021 0.169 0.5154
H -0.674 4.622 4.111 0.014 0.027 0.019 0.0313
H 0.114 3.814 2.742 0.034 -0.026 -0.039 0.0158
H -1.184 3.005 3.603 -0.031 -0.086 0.058 -0.0021
H -0.987 6.983 1.897 0.027 0.036 0.051 0.0286
H -2.074 6.674 0.542 -0.032 0.016 -0.017 0.0280
H -0.503 5.879 0.607 0.030 -0.026 -0.033 0.0311
H -3.083 5.900 4.122 0.050 0.037 0.039 0.0274
H -4.115 4.572 3.594 -0.009 -0.030 0.030 0.0368
H -4.147 6.111 2.740 -0.034 0.028 -0.027 0.0231
H -4.531 5.074 0.712 -0.025 0.018 0.031 0.0939
H -5.861 3.752 -0.909 -0.023 0.010 -0.010 0.0970
H -4.961 1.531 -1.621 -0.030 -0.021 -0.050 0.0985
C -4.905 -0.624 -4.156 0.006 0.030 0.023 -0.1136
C -3.848 -0.688 -5.252 -0.002 -0.019 0.012 -0.2549
C -3.195 -2.064 -5.367 0.013 0.021 0.030 -0.1786
C -2.153 -2.344 -4.287 -0.134 -0.074 0.014 -0.1374
N -0.975 -1.502 -4.427 0.163 0.164 0.090 -0.0057
C -0.594 -0.509 -3.596 -0.088 0.286 -0.141 -0.5544
Se -1.700 0.289 -2.254 0.141 -0.107 -0.057 0.7851
N 0.590 -0.032 -4.025 -0.082 -0.242 0.173 -0.0026
C 1.362 1.014 -3.366 0.053 0.172 -0.024 -0.1387
C 0.900 2.433 -3.684 0.025 -0.039 0.007 -0.1838
C 0.755 2.785 -5.168 -0.008 -0.008 0.042 -0.2392
C -0.545 2.301 -5.809 0.002 0.022 -0.008 -0.0939
C 0.982 -0.724 -5.159 -0.063 -0.090 -0.083 -0.1560
C 2.089 -0.598 -5.988 0.004 -0.051 0.055 0.0026
C 2.156 -1.446 -7.077 0.023 0.007 0.003 -0.0739
C 1.159 -2.394 -7.329 -0.019 -0.019 -0.008 -0.0734
C 0.057 -2.520 -6.505 0.043 -0.028 0.065 0.0045
C -0.018 -1.659 -5.419 0.103 0.071 -0.078 -0.1540
H -5.411 0.341 -4.158 0.005 0.033 0.022 0.0707
H -4.465 -0.762 -3.168 0.000 -0.018 0.011 0.0416
H -5.663 -1.396 -4.305 -0.020 -0.014 -0.006 0.0746
H -3.079 0.069 -5.065 -0.006 0.020 -0.040 0.0839
H -4.301 -0.432 -6.213 -0.007 -0.004 0.009 0.1077
H -2.734 -2.176 -6.350 0.024 -0.011 0.000 0.0996
H -3.961 -2.840 -5.289 -0.008 -0.007 -0.038 0.1185
H -1.809 -3.380 -4.328 -0.009 0.029 0.013 0.1319
H -2.553 -2.157 -3.290 0.008 -0.028 -0.019 0.0959
H 2.399 0.859 -3.669 -0.019 0.041 -0.005 0.1276
H 1.298 0.831 -2.291 0.037 0.023 -0.046 0.0802
H 1.637 3.094 -3.220 -0.016 0.012 0.008 0.1167
H -0.049 2.618 -3.175 0.013 -0.004 0.021 0.0847
H 1.615 2.411 -5.732 0.015 0.007 -0.012 0.0988
H 0.789 3.874 -5.254 0.020 -0.016 0.004 0.1046
H -0.559 1.224 -5.974 -0.006 -0.046 0.001 0.0546
H -0.696 2.775 -6.779 -0.003 0.000 -0.015 0.0729
H -1.399 2.552 -5.176 -0.018 0.012 0.006 0.0753
H 2.868 0.125 -5.792 0.010 0.031 -0.004 0.1107
H 3.000 -1.377 -7.749 0.021 -0.001 -0.011 0.1049
H 1.253 -3.042 -8.189 0.010 -0.021 -0.010 0.1047
H -0.702 -3.266 -6.694 -0.030 0.001 -0.007 0.1137
```
Positions in Å, forces in eV/Å.

highest occupied orbital energy = -6.9 eV
molecular weight = 940.07 g mol⁻¹
calculated total energy = -155444.713 eV
ΔE to the lowest compared entry with this formula, charge and spin = 13.5 kJ/mol

***

[2]
Here is an isolated molecule of H2N2O4S from the Open Molecules 2025 dataset. Energies are from ωB97M-V/def2-TZVPD.

XYZ file:
```
9
Properties=species:S:1:pos:R:3:forces:R:3:lowdin_charge:R:1
N 1.438 0.394 -0.147 -0.981 0.296 -0.067 -0.0323
S -0.132 0.810 0.065 -1.128 0.355 -1.035 0.6878
O -0.188 1.405 1.339 -0.506 0.068 1.116 -0.2548
O -0.707 1.418 -1.095 0.578 -0.381 0.306 -0.2703
N -1.153 -0.972 0.211 3.551 0.825 -0.486 -0.3838
O -0.247 -1.797 0.367 -1.820 -0.137 0.153 -0.0069
O -2.307 -1.090 0.008 -0.165 -0.129 0.257 0.1238
H 1.707 0.283 -1.098 -0.023 -0.098 -0.991 0.0788
H 1.590 -0.452 0.352 0.494 -0.799 0.746 0.0576
```
Positions in Å, forces in eV/Å.

highest occupied orbital energy = -10.8 eV
molecular weight = 126.09 g mol⁻¹
SMILES = NS(=O)(=O)[N+](=O)[O-]
calculated total energy = -22033.610 eV
ΔE to the lowest compared entry with this formula, charge and spin = 152.5 kJ/mol

***

[3]
Here is a cluster of 9 separate species, C33H56F2N4O13 in total from the Open Molecules 2025 dataset. Energies are from ωB97M-V/def2-TZVPD.

XYZ file:
```
108
Properties=species:S:1:pos:R:3:forces:R:3:lowdin_charge:R:1
C -2.458 -4.215 1.718 -0.736 -0.083 -0.558 -0.0014
C -3.676 -4.323 2.614 0.690 -0.038 0.077 -0.4393
O -3.555 -4.401 3.795 -0.416 0.315 0.499 0.1526
N -5.006 -4.382 2.014 1.053 0.478 -0.557 -0.0291
C -5.035 -4.983 0.677 -0.792 -0.012 -0.306 -0.0206
N -5.709 -3.167 2.065 -0.593 -1.270 0.594 0.0482
C -7.057 -3.183 2.364 0.412 1.165 -0.114 0.1139
C -7.451 -1.879 2.322 -0.647 -0.782 0.209 -0.0916
C -8.849 -1.369 2.579 -1.477 0.531 0.163 -0.6780
O -9.102 -0.256 2.080 0.650 -0.140 0.112 -0.0143
O -9.559 -2.159 3.228 0.562 0.156 -0.297 -0.0041
N -6.376 -1.119 1.994 0.413 -0.274 0.039 0.2621
C -5.305 -1.910 1.854 -0.006 -0.163 -0.053 -0.2110
N -3.984 -1.513 1.550 -0.520 0.430 0.004 0.1688
C -3.806 -1.296 0.142 0.075 -0.028 0.043 -0.5087
O -4.647 -1.183 -0.660 -0.684 -0.250 -0.499 0.2480
F -2.527 -1.251 -0.139 0.625 0.130 0.150 0.1907
C -3.725 -0.269 2.223 0.415 0.070 0.291 -0.4793
O -3.898 0.792 1.748 -0.105 0.394 -0.463 0.2229
F -3.296 -0.424 3.443 0.018 -0.590 0.411 0.2194
H -2.075 -5.199 1.462 0.185 -0.109 0.178 0.0974
H -2.719 -3.743 0.777 0.133 0.040 -0.163 0.0560
H -1.705 -3.624 2.220 0.171 -0.062 0.179 0.0930
H -4.232 -5.698 0.551 0.204 0.008 0.207 0.0950
H -5.963 -5.541 0.582 -0.119 -0.022 -0.033 0.0955
H -5.009 -4.258 -0.137 0.190 0.149 0.018 0.0940
H -7.662 -4.040 2.599 0.176 -0.297 0.049 0.1464
H -6.434 -0.113 1.873 -0.086 0.023 -0.071 0.1927
C -1.046 5.447 0.194 0.285 -0.109 0.069 -0.0187
C -1.119 4.041 0.734 -0.007 0.060 -0.012 -0.5007
O -0.122 3.416 1.019 0.005 -0.041 -0.012 0.0620
C -2.494 3.440 0.904 0.262 -0.019 0.001 -0.0263
H -0.007 5.756 0.120 -0.006 0.025 -0.027 0.0671
H -1.496 5.491 -0.799 -0.117 0.092 0.052 0.0899
H -1.572 6.131 0.861 -0.132 0.009 -0.106 0.0885
H -3.006 3.398 -0.059 -0.102 0.126 0.046 0.0909
H -3.081 4.039 1.602 -0.095 0.053 -0.120 0.0916
H -2.398 2.437 1.298 0.049 -0.021 0.030 0.0463
C 0.518 -2.089 -2.091 -0.263 -0.173 -0.012 -0.0182
C 1.061 -3.047 -1.062 -0.031 -0.034 0.017 -0.4966
O 0.429 -4.021 -0.711 -0.051 0.007 0.032 0.0461
C 2.416 -2.737 -0.492 0.090 -0.240 0.147 -0.0119
H -0.463 -2.432 -2.416 -0.006 0.005 0.006 0.0779
H 0.420 -1.093 -1.657 0.143 0.059 -0.089 0.0866
H 1.184 -2.047 -2.954 0.114 0.138 0.091 0.0765
H 2.401 -1.765 0.006 0.069 0.066 -0.134 0.0944
H 3.157 -2.727 -1.297 -0.221 0.197 0.249 0.0508
H 2.682 -3.502 0.234 -0.033 0.015 0.025 0.0574
C 2.754 6.325 -3.286 -0.264 0.050 -0.147 -0.0214
C 2.224 6.951 -2.020 0.010 -0.012 0.045 -0.4981
O 1.098 7.390 -1.957 -0.035 0.013 -0.017 0.0504
C 3.161 7.003 -0.841 -0.294 0.170 0.222 -0.0195
H 1.982 6.350 -4.052 -0.026 -0.012 0.030 0.0791
H 3.626 6.879 -3.633 0.126 -0.112 0.106 0.0610
H 3.036 5.287 -3.099 0.148 0.037 0.012 0.0841
H 4.044 7.588 -1.094 0.003 -0.253 0.007 0.0524
H 3.459 5.992 -0.556 0.159 0.024 -0.073 0.0897
H 2.653 7.470 0.001 -0.053 -0.045 -0.006 0.0812
C 5.584 9.993 -3.695 -0.214 -0.187 0.024 -0.0144
C 6.197 8.912 -2.839 0.063 0.017 0.014 -0.4773
O 5.568 7.924 -2.527 0.169 0.093 -0.206 0.0406
C 7.622 9.112 -2.393 -0.055 -0.317 0.156 -0.0113
H 4.560 9.724 -3.945 -0.001 -0.001 0.007 0.0802
H 5.579 10.940 -3.153 0.122 0.053 -0.080 0.0878
H 6.156 10.108 -4.617 0.072 0.130 0.055 0.0866
H 7.705 10.023 -1.798 0.050 0.091 -0.143 0.0886
H 8.275 9.187 -3.264 0.010 0.178 0.016 0.0885
H 7.934 8.263 -1.788 -0.020 -0.013 -0.008 0.0654
C -11.909 -6.882 3.280 0.224 -0.095 -0.139 -0.0296
C -10.952 -5.762 3.619 -0.007 0.106 0.028 -0.4985
O -9.801 -5.790 3.243 0.043 -0.047 -0.021 0.0528
C -11.501 -4.624 4.443 0.421 0.039 0.012 -0.0226
H -11.393 -7.634 2.687 0.008 0.005 0.001 0.0763
H -12.282 -7.344 4.195 -0.135 0.078 -0.010 0.0816
H -12.750 -6.492 2.704 -0.092 0.002 0.126 0.0831
H -11.856 -5.000 5.405 -0.171 -0.028 -0.076 0.0833
H -12.324 -4.143 3.912 -0.086 -0.053 0.078 0.0905
H -10.717 -3.889 4.609 -0.025 0.051 -0.095 0.0628
C 6.070 -2.626 -4.199 -0.099 0.209 0.135 -0.0184
C 4.735 -3.192 -3.786 -0.006 -0.011 -0.025 -0.4828
O 3.939 -2.535 -3.152 0.124 0.014 -0.276 0.0434
C 4.434 -4.611 -4.196 -0.224 0.068 0.136 -0.0138
H 6.156 -1.602 -3.841 -0.014 0.000 0.005 0.0819
H 6.877 -3.221 -3.769 0.025 -0.074 -0.138 0.0874
H 6.157 -2.630 -5.286 0.091 -0.128 0.002 0.0874
H 5.173 -5.288 -3.767 0.076 -0.013 -0.138 0.0884
H 4.454 -4.697 -5.283 0.142 -0.067 0.002 0.0881
H 3.446 -4.891 -3.837 0.000 0.007 0.004 0.0826
C 2.113 -5.139 2.718 -0.217 -0.182 0.054 -0.0261
C 2.661 -6.093 3.753 -0.012 -0.001 0.017 -0.5056
O 2.039 -7.063 4.111 -0.007 -0.020 -0.001 0.0729
C 4.026 -5.777 4.319 -0.053 -0.198 0.116 -0.0262
H 1.133 -5.481 2.395 0.004 -0.011 -0.020 0.0775
H 2.016 -4.139 3.143 0.150 0.052 -0.082 0.0886
H 2.774 -5.107 1.852 0.060 0.129 0.043 0.0711
H 4.011 -4.803 4.810 0.071 0.066 -0.118 0.0839
H 4.769 -5.767 3.520 0.002 0.154 -0.002 0.0830
H 4.300 -6.536 5.047 -0.015 -0.009 -0.001 0.0802
C 9.697 4.110 -2.177 0.077 0.175 0.164 -0.0252
C 8.420 4.873 -1.912 -0.095 -0.016 -0.036 -0.5005
O 8.387 5.808 -1.149 0.106 0.077 0.055 0.0656
C 7.180 4.416 -2.643 -0.116 0.181 0.138 -0.0187
H 10.504 4.542 -1.590 -0.008 0.010 0.008 0.0803
H 9.573 3.064 -1.895 -0.017 -0.042 -0.146 0.0836
H 9.955 4.171 -3.235 -0.053 -0.144 -0.025 0.0837
H 6.950 3.382 -2.380 0.064 -0.053 -0.136 0.0844
H 7.334 4.489 -3.721 0.020 -0.153 -0.013 0.0860
H 6.343 5.051 -2.361 0.026 0.036 -0.003 0.0709
```
Positions in Å, forces in eV/Å.

highest occupied orbital energy = -8.5 eV
molecular weight = 754.82 g mol⁻¹
calculated total energy = -73139.706 eV